[1]
C3H4N2O3 | ωB97M-V/def2-TZVPD

Total energy   -451.8260 Eh
Maximum force   7.6 eV/A
SMILES   O=CN/N=C/C(=O)O
Energy relative to the best compared isomer or geometry (same formula, charge and spin)   403.7 kJ/mol
Gap between HOMO and LUMO   0.35339 Ha

```
! wB97M-V def2-TZVPD RIJCOSX def2/J DEFGRID3
* xyz 0 1
O 1.196 1.807 1.600
C 0.948 2.248 0.385
N 0.267 1.573 -0.562
N -0.294 0.254 -0.643
C 0.148 -0.667 0.116
C -0.934 -1.707 -0.284
O -1.939 -1.565 -1.077
O -0.498 -2.977 0.452
H 0.976 3.325 0.162
H 0.351 2.196 -1.472
H 0.826 -0.804 1.041
H -1.047 -3.683 0.280
*
```

---

[2]
C5H2 | ωB97M-V/def2-TZVPD

Total energy   -191.4133 Eh
Maximum force   2.2 eV/A
SMILES   C12C34C5C13C254
Energy relative to the best compared isomer or geometry (same formula, charge and spin)   173.7 kJ/mol
Gap between HOMO and LUMO   0.36499 Ha

```
! wB97M-V def2-TZVPD RIJCOSX def2/J DEFGRID3
* xyz 0 1
C -1.058 0.000 -0.045
C -0.053 0.023 1.026
C 1.052 -0.017 -0.064
C 0.032 -0.918 -0.482
C 0.017 0.941 -0.472
H -2.185 0.012 0.143
H 2.194 -0.042 -0.106
*
```

---

[3]
C72H144ClF24N8O8P4 | ωB97M-V/def2-TZVPD

Total energy   -8091.4478 Eh
Maximum force   6.9 eV/A
Gap between HOMO and LUMO   0.19228 Ha

```
! wB97M-V def2-TZVPD RIJCOSX def2/J DEFGRID3
* xyz 3 1
C 5.140 -0.308 4.579
C 4.479 -1.679 4.799
C 4.467 -1.997 6.275
C 3.770 -3.291 6.592
C 2.542 -3.553 5.834
C 1.874 -2.400 5.051
N 3.039 -1.568 4.408
O 2.706 -0.726 3.515
C 1.085 -1.468 5.942
C 1.074 -2.970 3.895
C 5.250 -2.622 3.840
H 5.256 -0.119 3.415
H 6.157 -0.261 5.015
H 4.500 0.479 5.072
H 3.937 -1.188 6.738
H 5.554 -1.898 6.619
H 3.531 -3.335 7.646
H 4.447 -4.125 6.528
H 1.763 -3.949 6.493
H 2.657 -4.371 5.144
H 1.666 -0.989 6.702
H 0.285 -2.040 6.415
H 0.567 -0.757 5.361
H 0.290 -3.591 4.267
H 1.720 -3.573 3.235
H 0.705 -2.173 3.218
H 5.278 -2.115 2.862
H 4.823 -3.621 3.692
H 6.212 -2.730 4.382
C -5.132 -5.972 1.155
C -4.009 -6.801 1.648
C -4.130 -7.292 3.115
C -3.333 -8.494 3.506
C -3.806 -9.713 2.677
C -3.623 -9.524 1.159
N -4.086 -8.155 0.769
O -4.241 -8.023 -0.410
C -4.324 -10.668 0.354
C -2.116 -9.739 0.809
C -2.656 -6.209 1.364
H -4.856 -5.500 0.109
H -5.326 -5.275 1.913
H -6.011 -6.589 1.017
H -5.138 -7.451 3.371
H -3.765 -6.444 3.707
H -3.555 -8.677 4.543
H -2.245 -8.352 3.386
H -4.878 -9.794 2.888
H -3.270 -10.579 3.024
H -4.193 -11.630 0.904
H -3.815 -10.862 -0.632
H -5.366 -10.518 0.349
H -1.485 -9.046 1.303
H -2.023 -9.663 -0.299
H -1.836 -10.782 0.995
H -1.821 -6.913 1.499
H -2.512 -5.281 1.914
H -2.442 -5.955 0.314
C 3.983 7.789 0.462
C 5.175 7.188 1.231
C 5.717 8.223 2.294
C 6.544 7.659 3.409
C 5.855 6.502 4.024
C 5.431 5.349 3.100
N 4.554 6.013 2.023
O 3.556 5.568 1.743
C 4.498 4.405 3.736
C 6.605 4.513 2.366
C 6.347 6.704 0.275
H 3.142 7.756 1.148
H 3.603 7.128 -0.348
H 4.197 8.815 0.278
H 4.795 8.648 2.718
H 6.275 8.972 1.677
H 6.503 8.382 4.200
H 7.513 7.405 3.063
H 4.861 6.704 4.433
H 6.418 6.182 4.845
H 5.093 3.827 4.480
H 4.217 3.536 3.158
H 3.626 4.902 4.204
H 7.480 5.115 2.247
H 6.275 4.143 1.421
H 6.656 3.631 2.977
H 6.273 5.580 -0.064
H 7.277 6.969 0.703
H 6.277 7.321 -0.629
C 1.129 -7.262 -2.029
C 0.626 -6.118 -2.987
C -0.554 -6.691 -3.826
C -1.136 -5.568 -4.768
C -1.849 -4.593 -3.809
C -0.865 -3.822 -2.802
N 0.084 -4.899 -2.257
O 0.068 -4.990 -0.984
C -1.579 -3.237 -1.584
C -0.074 -2.737 -3.493
C 1.754 -5.590 -3.854
H 0.361 -7.554 -1.372
H 1.996 -7.020 -1.387
H 1.351 -8.126 -2.676
H -1.381 -6.929 -3.163
H -0.187 -7.593 -4.307
H -1.964 -6.107 -5.418
H -0.353 -5.115 -5.411
H -2.555 -5.137 -3.190
H -2.335 -3.767 -4.396
H -2.375 -2.666 -1.956
H -0.825 -2.654 -1.073
H -2.047 -4.086 -0.994
H 0.860 -2.472 -2.954
H -0.703 -1.843 -3.517
H -0.008 -3.003 -4.547
H 2.287 -6.427 -4.370
H 2.481 -5.003 -3.242
H 1.437 -4.908 -4.644
C -4.483 7.031 0.045
C -5.585 6.076 -0.366
C -5.546 4.842 0.565
C -5.896 5.032 2.051
C -7.382 5.483 2.112
C -7.617 6.772 1.198
N -6.870 6.643 -0.170
O -7.473 7.129 -1.123
C -7.091 7.984 1.905
C -9.037 6.849 0.879
C -5.442 5.584 -1.767
H -3.540 6.495 -0.090
H -4.608 7.392 1.076
H -4.525 7.914 -0.641
H -4.522 4.553 0.584
H -6.194 4.020 0.064
H -5.212 5.747 2.409
H -5.751 4.094 2.594
H -7.648 5.754 3.087
H -7.983 4.638 1.771
H -7.865 8.291 2.594
H -6.957 8.732 1.158
H -6.170 7.885 2.414
H -9.693 7.032 1.762
H -9.508 6.028 0.227
H -9.302 7.729 0.263
H -6.261 4.968 -2.133
H -4.607 4.852 -1.687
H -5.123 6.403 -2.413
C 9.034 -2.661 -1.979
C 7.628 -2.916 -1.378
C 7.653 -2.838 0.096
C 7.624 -1.415 0.625
C 6.390 -0.654 0.135
C 6.386 -0.534 -1.373
N 6.706 -1.876 -1.960
O 6.254 -2.102 -3.085
C 7.552 0.428 -1.778
C 5.074 -0.122 -1.940
C 7.205 -4.213 -1.893
H 9.435 -1.643 -1.869
H 8.864 -2.944 -3.022
H 9.790 -3.286 -1.488
H 8.473 -3.429 0.497
H 6.688 -3.275 0.451
H 8.506 -0.824 0.553
H 7.324 -1.581 1.686
H 6.384 0.401 0.498
H 5.405 -1.019 0.476
H 7.832 0.313 -2.809
H 8.451 0.187 -1.214
H 7.287 1.493 -1.618
H 4.739 0.852 -1.526
H 4.308 -0.841 -1.715
H 5.109 0.101 -3.011
H 7.345 -4.336 -2.984
H 6.192 -4.493 -1.607
H 7.921 -4.969 -1.390
C -5.413 3.763 -7.543
C -4.581 2.422 -7.387
C -4.279 1.968 -8.855
C -3.426 2.956 -9.617
C -2.272 3.437 -8.727
C -1.943 2.656 -7.469
N -3.218 2.753 -6.725
O -3.285 3.194 -5.618
C -0.971 3.421 -6.675
C -1.558 1.207 -7.516
C -5.291 1.377 -6.522
H -6.296 3.563 -8.210
H -4.757 4.581 -7.974
H -5.820 4.147 -6.607
H -5.277 1.747 -9.319
H -3.884 0.956 -8.904
H -4.086 3.869 -9.883
H -3.057 2.575 -10.574
H -2.467 4.470 -8.337
H -1.336 3.317 -9.267
H -0.837 3.150 -5.632
H -1.207 4.482 -6.550
H 0.078 3.332 -7.031
H -0.806 1.087 -8.322
H -2.417 0.547 -7.686
H -1.085 0.954 -6.525
H -6.254 1.259 -7.065
H -5.498 1.854 -5.533
H -4.744 0.445 -6.293
C 1.029 1.050 0.412
C 0.362 2.056 1.484
C -0.316 3.242 0.786
C -1.517 2.765 -0.085
C -2.520 2.030 0.737
C -2.092 0.826 1.605
N -0.712 1.221 2.193
O -0.509 0.851 3.380
C -1.894 -0.634 1.010
C -3.080 0.931 2.737
C 1.389 2.535 2.449
H 0.359 0.670 -0.332
H 1.615 0.275 0.944
H 1.733 1.706 -0.118
H 0.396 3.695 0.105
H -0.736 4.054 1.468
H -1.155 2.166 -0.930
H -1.993 3.659 -0.428
H -3.413 1.685 0.184
H -2.900 2.720 1.442
H -1.771 -0.532 -0.067
H -2.733 -1.266 1.303
H -1.034 -1.160 1.458
H -2.980 1.922 3.195
H -3.016 0.183 3.527
H -4.113 0.819 2.431
H 2.041 1.768 2.918
H 0.824 3.151 3.163
H 2.117 3.161 1.937
Cl 4.008 3.440 0.386
P -3.355 -3.254 4.107
F -1.956 -2.362 4.075
F -4.232 -1.960 4.161
F -3.391 -3.239 2.488
F -4.680 -4.272 4.027
F -2.372 -4.591 3.995
F -3.268 -3.420 5.666
P -3.220 0.252 -2.994
F -1.631 0.005 -2.421
F -3.235 -1.182 -3.658
F -3.775 -0.429 -1.621
F -4.724 0.612 -3.422
F -3.104 1.724 -2.386
F -2.616 0.797 -4.395
P -2.415 6.928 3.315
F -0.889 6.626 3.621
F -2.868 5.774 4.346
F -2.409 8.030 4.488
F -3.945 7.407 2.892
F -1.983 8.038 2.271
F -2.628 5.792 2.081
P 2.908 -3.116 0.085
F 1.312 -3.003 0.336
F 3.181 -3.638 1.589
F 2.842 -4.658 -0.414
F 4.524 -3.081 -0.229
F 2.665 -2.587 -1.403
F 3.024 -1.597 0.580
*
```

---

Question: What is the gap between HOMO and LUMO in the first record?
Answer: 0.35339 Ha